{"formula": "C28H38N2O11S2", "method": "ωB97M-V/def2-TZVPD", "lumo_ev": -0.670, "orbital_gap_ev": 7.615, "homo_ev": -8.28, "charge": 0, "elements": ["H", "S", "H", "H", "H", "C", "H", "H", "H", "C", "C", "H", "C", "H", "H", "H", "C", "H", "C", "O", "C", "C", "H", "S", "C", "C", "H", "H", "O", "O", "H", "H", "H", "C", "C", "O", "H", "H", "C", "H", "H", "H", "C", "C", "H", "H", "C", "C", "H", "C", "N", "H", "H", "H", "O", "H", "H", "C", "O", "O", "C", "O", "C", "H", "C", "C", "H", "O", "C", "H", "C", "O", "H", "H", "C", "N", "H", "C", "H", "O", "C"], "coordinates": [[-9.772721, 2.638550, -1.894205], [1.095796, 1.312337, 2.721112], [-2.073913, 0.135616, -3.974124], [4.010913, -2.680873, 1.297267], [-2.186437, 0.434357, 4.230438], [1.283826, 1.314381, 0.899037], [-3.238192, 0.154972, -2.633099], [-4.185487, 0.416044, -5.175402], [9.422356, -5.906598, -0.383324], [6.384908, -4.879608, 0.424382], [0.056251, 3.692003, -2.064675], [8.808725, -3.280003, -0.773564], [2.148450, 0.307280, -1.305302], [-2.093646, -0.837374, 7.904385], [-8.694537, 1.240465, -1.899286], [5.062484, -3.019827, 4.137657], [-7.913011, 2.885154, -3.038107], [0.891348, 5.297947, -0.825062], [-9.075151, 2.066473, -2.506214], [-3.241308, 1.622280, 7.822226], [0.739532, 2.463206, -1.328754], [4.604382, -3.453660, 3.242985], [9.145739, -4.832296, 0.990203], [2.584146, 0.078496, -3.732904], [1.087064, 4.916439, -1.876058], [-2.506681, 2.948154, -3.875551], [8.063015, -4.488485, -1.839568], [-0.930647, 3.910862, -1.558539], [2.442903, 4.421752, -1.908696], [2.807434, -2.004934, 2.833004], [-3.287394, -0.944329, 6.570429], [-7.069124, 2.882269, -2.350105], [-4.849105, 1.388449, -3.863644], [-1.244944, -0.559963, 5.925073], [7.406555, -5.987981, 0.487488], [-2.058087, 4.057837, -3.765838], [-4.161404, 3.164180, -5.238446], [-0.554110, 1.022302, 4.608130], [-1.480756, 0.644646, 5.039088], [4.759220, -1.474060, 2.364710], [3.051019, -4.935246, 2.899797], [-0.287380, -0.457669, 6.442830], [-7.573538, 2.159584, -4.316860], [-3.376027, 2.448840, -5.002327], [-0.150229, 3.469197, -3.135202], [2.540992, -0.543854, 0.765968], [-2.846479, 0.727002, -3.474449], [3.319070, -4.162281, 3.623345], [-10.416643, 2.222684, -4.216093], [-3.941227, 1.166806, -4.423813], [2.817149, -0.527638, -2.191014], [1.757097, 2.448127, 3.157310], [-1.229907, -1.501576, 5.376126], [-10.189608, 0.567008, -3.615399], [6.870250, -3.833205, -0.289792], [0.943205, 5.724202, -2.638671], [2.767252, 4.252976, -1.008613], [1.490701, 1.419514, -2.107998], [1.198994, -3.064918, 4.012284], [-2.055077, 1.640662, 5.900441], [0.617591, 2.438946, 0.128919], [-6.560751, 2.283211, -4.949506], [8.170073, -4.162603, -0.801565], [7.468851, -6.406780, 1.490436], [2.306454, -3.045771, 3.548124], [2.043621, 0.272249, 0.190279], [-2.750181, 2.260611, -5.877591], [-2.253587, 1.943101, -2.995769], [-2.380234, -0.452229, 6.927465], [7.138006, -6.760347, -0.236139], [-9.697763, 1.526206, -3.776175], [-8.604624, 1.359571, -4.690973], [0.041547, 3.257352, 0.643696], [-8.210370, 3.908008, -3.278161], [8.683909, -5.265897, 0.098971], [1.629853, 1.457368, -3.480489], [3.369393, -4.577621, 4.628430], [4.110746, -2.350582, 2.334106], [5.336206, -4.099969, 2.772938], [5.281274, -4.909096, 0.897803], [-2.618024, 1.037595, 6.980185]], "atomic_forces_ev_per_a": [[-0.0164, -0.0634, -0.0807], [0.5249, -0.0012, -0.7071], [0.0337, 0.0595, 0.0495], [0.0101, -0.0439, 0.0742], [0.0205, 0.0366, 0.0194], [1.0898, -0.0942, -2.5563], [0.2085, 0.1473, 0.0934], [0.0144, 0.0080, 0.0873], [-0.0396, 0.0933, -0.0306], [-0.5249, -0.3935, -0.1000], [1.2649, -0.4417, 0.7789], [-0.2546, 0.0739, -0.0272], [-0.4120, 1.0012, -1.8751], [-0.3511, 0.0592, 0.0346], [-0.0614, 0.0430, -0.0412], [-0.0900, 0.0516, -0.0362], [-0.2115, -0.3356, 0.3755], [0.1210, 0.0197, -1.3018], [-0.1104, 0.0962, 0.4646], [0.2911, 0.2134, -0.3423], [-0.9160, 0.5311, 1.6834], [0.4534, -0.0931, 0.4002], [-0.0083, -0.0110, -0.0838], [-0.6248, 0.6743, 1.7472], [-0.7537, -0.9671, 1.2219], [0.1353, 0.5350, -0.5049], [-0.0419, 0.0157, 0.0460], [1.2097, -0.1597, -0.6448], [-0.1269, 0.5886, -0.2088], [-0.2465, -0.1411, 0.2718], [-0.0311, 0.0345, 0.1354], [0.0919, 0.2473, -0.2340], [0.1357, -0.0443, -0.0616], [0.1429, -0.4766, -0.0205], [0.5002, 0.1808, 0.1368], [-0.5853, -0.3125, 0.0330], [0.2301, 0.0795, -0.1165], [-0.3428, 0.1422, 0.1195], [0.2764, -0.0992, -0.2564], [-0.2551, 0.0998, -0.0017], [-0.0505, -0.0011, 0.0679], [-0.0413, -0.0140, -0.0839], [0.3390, 0.4503, -0.3037], [-0.3825, -0.2723, 0.1933], [0.5493, 0.1724, 1.1202], [-0.5560, 0.8691, -0.5855], [-0.0369, -0.4416, -0.0576], [0.4879, 0.1865, 0.1154], [0.0534, -0.0181, -0.0118], [-0.1764, -0.2921, -0.1170], [-1.3649, 1.9015, 0.3213], [-0.3634, -0.6533, -0.9015], [0.0730, 0.1075, -0.0431], [0.1083, 0.0051, -0.2377], [-0.2448, -0.1441, 0.3072], [0.2444, -0.8048, 0.6980], [-0.4676, 0.1271, -0.5019], [-0.6792, 1.0319, 1.6701], [0.2153, 0.4419, -0.1693], [-0.1413, -0.0093, 0.3509], [1.4469, -1.8911, -2.6777], [-0.5702, -0.2687, -0.1260], [0.3726, 0.1267, -0.2455], [-0.2990, -0.1382, -0.1264], [-0.5873, -0.3426, 0.0722], [-1.2932, 1.8429, 0.3939], [0.0059, 0.1426, 0.0092], [-0.0281, 0.3543, 0.0270], [0.5473, -0.1134, -0.1438], [-0.1025, -0.0180, 0.1130], [-0.4054, -0.1100, 0.1165], [0.3655, 0.0821, 0.0108], [0.7119, -1.1543, -0.5327], [0.1558, 0.0019, -0.0149], [0.3982, -0.2517, 0.0966], [1.2540, -2.6313, 3.1551], [-0.3083, -0.1191, -0.1191], [0.3893, 0.0942, -0.2966], [-0.1139, 0.1369, 0.0778], [0.3177, 0.2028, -0.5433], [-0.5731, 0.0578, 0.3814]]}